Density functional theory data (the ωB97M-V functional and the def2-TZVPD basis) for a cluster of 2 separate species, C4H14N3O in total in a non-equilibrium geometry.

Structure (XYZ):
```
22
Properties=species:S:1:pos:R:3:forces:R:3:mulliken_charge:R:1
C -1.2222 0.9504 2.3584 -3.863 -0.198 1.236 -0.15
C -0.5074 2.2024 2.0898 2.453 1.670 0.494 -1.09
O -1.7552 0.2166 1.1356 -1.353 0.778 1.396 -0.66
H -0.7629 0.2139 2.9533 1.374 -0.807 0.337 0.30
H -2.0895 1.2099 3.0425 0.405 -0.342 -1.148 0.34
H -0.9972 2.7896 1.3707 -0.782 0.339 -1.663 0.33
H -2.7338 0.0296 1.2855 1.959 0.492 -0.195 0.31
H 0.5171 1.9648 1.7343 -0.456 0.566 0.142 0.25
H -0.4439 3.0798 2.8643 -0.039 -2.465 -0.432 0.33
C 1.6679 -2.2892 -2.1959 1.632 0.954 -2.148 -0.96
C 0.5804 -0.3375 -1.1490 -4.595 1.605 1.011 0.49
N -0.2040 0.8724 -1.1311 5.993 -1.265 -7.417 -0.43
N 1.2094 -0.8416 -2.2178 0.287 -1.783 1.482 -0.18
N 0.3041 -1.0800 -0.0662 2.151 -2.610 -0.770 -0.30
H -0.3058 1.2371 -2.1854 -0.031 -0.801 3.562 0.28
H -0.9590 0.9117 -0.5637 -2.858 -0.005 2.441 0.26
H 1.7636 -0.3581 -2.8895 -0.325 1.217 -0.108 0.30
H 0.7084 -2.0385 0.0364 -0.172 1.452 -0.411 0.27
H -0.5726 -1.0234 0.4187 -0.523 1.049 0.335 0.27
H 0.8500 -3.0833 -2.4373 1.688 1.606 0.814 0.30
H 2.4712 -2.4213 -1.4574 -1.255 -0.587 0.989 0.43
H 2.4814 -2.2054 -2.9961 -1.691 -0.866 0.053 0.30
```
Forces are in eV/Å.

Results
* lowest unoccupied orbital energy: -2.96 eV
* HOMO-LUMO gap: 11.51 eV
* calculated total energy: -10885.2524 eV
* energy relative to the best compared isomer or geometry (same formula, charge and spin): 67.07 kcal/mol
* charge: +1
* HOMO energy: -14.5 eV